Record 1
The following is a DFT calculation (the ωB97M-V functional and the def2-TZVPD basis) of a cluster of 4 separate species, C3H17N2O3 in total in a non-equilibrium geometry.

Bonds (Å) are listed after each position.
Element x y z (Å)
1 C -0.2604 -0.1781 -2.4329  C2 1.540, N5 1.504, H6 1.131, H7 1.142
2 C -1.3746 -0.0302 -1.3804  C1 1.540, C3 1.550, H8 1.141, H9 1.138
3 C -1.8380 -1.4488 -0.9607  C2 1.550, N4 1.551, H10 1.054, H11 1.123
4 N -0.7466 -1.9173 0.0363  C3 1.551, H12 1.037, H14 1.011
5 N 0.9717 -0.3222 -1.5817  C1 1.504, H13 1.010, H15 1.071, H16 1.055
6 H -0.1254 0.6789 -3.1587  C1 1.131
7 H -0.4582 -1.0106 -3.1888  C1 1.142
8 H -1.1016 0.5542 -0.4390  C2 1.141
9 H -2.1370 0.5981 -1.9462  C2 1.138
10 H -2.7819 -1.3472 -0.5019  C3 1.054
11 H -1.8593 -2.2194 -1.7777  C3 1.123
12 H -0.9538 -1.7773 1.0423  N4 1.037
13 H 0.8326 -1.0133 -0.8581  N5 1.010
14 H -0.6467 -2.9121 -0.1146  N4 1.011
15 H 1.0561 0.5992 -1.0416  N5 1.071
16 H 1.8063 -0.5995 -2.1650  N5 1.055
17 H 2.1346 0.3799 2.7575  O19 0.908
18 H 0.7336 0.5005 2.2141  O19 1.005
19 O 1.7079 0.5735 1.9802  H17 0.908, H18 1.005
20 H 1.7390 1.8378 0.8483  O22 0.992
21 H 2.1226 3.1280 0.3254  O22 0.920
22 O 1.6474 2.3959 0.0339  H20 0.992, H21 0.920
23 H -1.0357 1.2766 3.2988  O25 0.928
24 H -0.8525 -0.2524 3.7347  O25 0.979
25 O -0.7566 0.4304 3.0399  H23 0.928, H24 0.979

The value obtained for the LUMO energy is -2.6 eV. Its molecular weight is 129.180 u. The strongest force on any atom comes out at 3.91 eV/Å. The relative energy (zero: lowest compared OMol25 entry of this formula, charge and spin) is 1.6120 eV. As for the gap between HOMO and LUMO: 11.075 eV. Its charge is +1.

Record 2
The following is a DFT calculation (the ωB97M-V functional and the def2-TZVPD basis) of a cluster of 5 separate species, C3H17N2O3 in total in a non-equilibrium geometry.

Bonds (Å) are listed after each position.
Element x y z (Å)
1 N 1.3248 -0.3834 0.9756  C2 1.421, H7 1.009, H8 1.022
2 C 1.8598 0.9312 0.9125  N1 1.421, C3 1.517, H9 1.092, H10 1.106
3 C 2.8128 1.1738 -0.2428  C2 1.517, H6 1.084, H11 1.097, H12 1.074
4 N -1.9730 -2.1576 -0.9474  C5 1.411, H13 1.020, H24 1.007
5 C -1.1744 -2.0740 -2.1071  N4 1.411, H14 1.109, H15 1.089, H16 1.084
6 H 3.0335 2.2045 -0.4959  C3 1.084
7 H 1.9039 -1.0666 1.4400  N1 1.009
8 H 0.3217 -0.5812 0.9873  N1 1.022
9 H 1.0542 1.6674 0.8646  C2 1.092
10 H 2.2133 1.1727 1.9324  C2 1.106
11 H 3.8343 0.8544 -0.0040  C3 1.097
12 H 2.5448 0.6857 -1.1616  C3 1.074
13 H -1.5703 -1.7500 -0.1040  N4 1.020
14 H -1.1456 -1.0859 -2.6095  C5 1.109
15 H -1.5291 -2.7908 -2.8467  C5 1.089
16 H -0.1247 -2.2893 -1.9399  C5 1.084
17 H -1.2318 0.3067 1.3597  O25 1.022
18 H -1.6617 2.5028 1.2733  O19 0.967
19 O -1.1964 1.6888 1.0359  H18 0.967
20 H -0.7692 1.5633 -0.3540  O22 1.018
21 H -0.6281 1.6401 -1.9700  O22 0.963
22 O -0.2187 1.2983 -1.1679  H20 1.018, H21 0.963
23 H -1.4956 -1.0298 2.1442  O25 0.965
24 H -2.9689 -2.0397 -1.0396  N4 1.007
25 O -1.0480 -0.6982 1.3563  H17 1.022, H23 0.965

The value obtained for the LUMO energy is -9.5 eV. Its molecular weight is 129.180 u. The strongest force on any atom comes out at 2.52 eV/Å. The relative energy (zero: lowest compared OMol25 entry of this formula, charge and spin) is 9.3348 eV. As for the gap between HOMO and LUMO: 3.355 eV. Its charge is +1.

Record 3
The following is a DFT calculation (the ωB97M-V functional and the def2-TZVPD basis) of a cluster of 5 separate species, C3H17NO4 in total in a non-equilibrium geometry.

Bonds (Å) are listed after each position.
Element x y z (Å)
1 C -2.0407 -0.8917 3.7160  C2 1.545, H5 1.094, H6 1.084, H7 1.091
2 C -1.2358 -1.6481 2.6359  C1 1.545, C3 1.514, H8 1.057, H9 1.098
3 C -0.9739 -0.7624 1.4364  C2 1.514, N4 1.443, H10 1.099, H11 1.093
4 N -0.2188 -1.3341 0.3479  C3 1.443, H12 1.008, H13 1.014
5 H -3.0399 -1.3377 3.7170  C1 1.094
6 H -2.1126 0.1778 3.5570  C1 1.084
7 H -1.6560 -1.1388 4.7062  C1 1.091
8 H -0.3464 -2.0596 3.0333  C2 1.057
9 H -1.6946 -2.6175 2.4016  C2 1.098
10 H -0.5662 0.2014 1.7722  C3 1.099
11 H -1.9737 -0.4379 1.1360  C3 1.093
12 H -0.7940 -1.8942 -0.2613  N4 1.008
13 H 0.5229 -1.9444 0.6735  N4 1.014
14 O 5.5727 -0.4875 -2.1316  H15 0.963, H16 0.963
15 H 5.0431 -0.1010 -1.4256  O14 0.963
16 H 6.3049 0.1337 -2.2079  O14 0.963
17 O -0.3801 1.1020 -1.9891  H18 0.965, H19 0.964
18 H -0.2213 0.3623 -1.3899  O17 0.965
19 H 0.1951 1.8020 -1.6604  O17 0.964
20 O -1.1220 -0.6088 -5.5673  H21 0.963, H22 0.963
21 H -0.9349 0.2851 -5.8711  O20 0.963
22 H -1.3793 -0.4884 -4.6471  O20 0.963
23 O 0.8550 4.3528 -0.8782  H24 0.956, H25 0.957
24 H 0.5098 4.5609 -0.0114  O23 0.956
25 H 1.6869 4.7741 -1.0922  O23 0.957

The value obtained for the LUMO energy is 0.5 eV. Its molecular weight is 131.172 u. The strongest force on any atom comes out at 1.75 eV/Å. The SMILES is CCCN.O.O.O.O. The relative energy (zero: lowest compared OMol25 entry of this formula, charge and spin) is 0.6926 eV. As for the gap between HOMO and LUMO: 10.153 eV. Its charge is 0.

Record 4
The following is a DFT calculation (the ωB97M-V functional and the def2-TZVPD basis) of a cluster of 5 separate species, C3H17NO4 in total in a non-equilibrium geometry.

Bonds (Å) are listed after each position.
Element x y z (Å)
1 C 2.1439 -2.2405 -0.9050  C2 1.624, H5 1.154, H6 1.149, H7 1.113
2 C 0.7892 -2.0183 -0.0367  C1 1.624, C3 1.553, N4 1.473, H8 1.114
3 C 0.5470 -3.2711 0.8487  C2 1.553, H9 1.055, H10 1.130, H11 1.198
4 N 0.8864 -0.8130 0.8049  C2 1.473, H12 0.971, H13 1.031
5 H 2.9409 -1.4416 -1.1456  C1 1.154
6 H 2.7558 -3.1205 -0.4900  C1 1.149
7 H 1.7119 -2.6395 -1.8501  C1 1.113
8 H -0.1989 -1.7899 -0.4982  C2 1.114
9 H 1.2387 -4.0644 0.7729  C3 1.055
10 H 0.4265 -2.8812 1.9027  C3 1.130
11 H -0.6008 -3.6064 0.7822  C3 1.198
12 H 1.0234 -0.0819 0.1801  N4 0.971
13 H 1.7020 -0.7960 1.4352  N4 1.031
14 O 3.2170 3.3770 0.2482  H15 0.951, H16 0.940
15 H 2.5188 4.0085 0.1128  O14 0.951
16 H 2.6664 2.7795 0.7215  O14 0.940
17 O -1.1537 0.4320 1.8313  H18 1.038, H19 1.060
18 H -0.7931 -0.5205 2.0321  O17 1.038
19 H -2.0282 0.0507 1.3689  O17 1.060
20 O -4.6995 0.6199 -5.1670  H21 0.970, H22 1.006
21 H -4.4144 -0.2660 -5.4406  O20 0.970
22 H -4.5496 0.5772 -4.1730  O20 1.006
23 O -0.9985 3.0325 2.3287  H24 0.951, H25 1.049
24 H -1.7467 2.9304 2.9069  O23 0.951
25 H -0.6600 2.0408 2.3764  O23 1.049

The value obtained for the LUMO energy is 0.3 eV. Its molecular weight is 131.172 u. The strongest force on any atom comes out at 5.68 eV/Å. The SMILES is CC(C)N.O.O.O.O. The relative energy (zero: lowest compared OMol25 entry of this formula, charge and spin) is 2.5441 eV. As for the gap between HOMO and LUMO: 9.798 eV. Its charge is 0.

Record 5
The following is a DFT calculation (the ωB97M-V functional and the def2-TZVPD basis) of a cluster of 5 separate species, C3H17NO4 in total in a non-equilibrium geometry.

Bonds (Å) are listed after each position.
Element x y z (Å)
1 C 1.5862 1.4216 -2.2495  N2 1.494, H5 1.094, H6 1.078, H7 1.086
2 N 1.2381 0.9269 -0.8840  C1 1.494, C3 1.503, C4 1.453
3 C 2.2634 1.3180 0.1424  N2 1.503, H8 1.088, H9 1.089, H10 1.097
4 C -0.0564 1.4184 -0.4443  N2 1.453, H11 1.113, H12 1.095, H13 1.085
5 H 1.1771 2.3658 -2.6215  C1 1.094
6 H 1.3018 0.5849 -2.8677  C1 1.078
7 H 2.6573 1.5797 -2.1715  C1 1.086
8 H 3.2357 1.3200 -0.3464  C3 1.088
9 H 2.0041 2.2485 0.6461  C3 1.089
10 H 2.3080 0.4682 0.8347  C3 1.097
11 H -0.7758 0.8182 -1.0447  C4 1.113
12 H -0.3004 2.4555 -0.6971  C4 1.095
13 H -0.4177 1.1619 0.5466  C4 1.085
14 O -0.2332 0.8990 3.6124  H15 0.975, H16 0.966
15 H -0.8015 0.1155 3.4987  O14 0.975
16 H 0.4857 0.6333 3.0243  O14 0.966
17 O -2.1267 -1.0983 3.0231  H18 0.963, H19 0.966
18 H -1.7987 -1.7531 2.3970  O17 0.963
19 H -3.0793 -1.1981 2.8966  O17 0.966
20 O -0.5478 -0.9273 -3.2342  H21 0.971, H22 0.954
21 H -1.0058 -0.0830 -3.3754  O20 0.971
22 H 0.3034 -0.8032 -3.6479  O20 0.954
23 O -1.3669 -3.3125 -0.1731  H24 0.972, H25 0.965
24 H -0.9392 -3.9802 -0.7349  O23 0.972
25 H -0.6577 -2.6606 -0.2365  O23 0.965

The value obtained for the LUMO energy is 0.5 eV. Its molecular weight is 131.172 u. The strongest force on any atom comes out at 3.01 eV/Å. The SMILES is CN(C)C.O.O.O.O. The relative energy (zero: lowest compared OMol25 entry of this formula, charge and spin) is 1.6209 eV. As for the gap between HOMO and LUMO: 9.241 eV. Its charge is 0.

Record 6
The following is a DFT calculation (the ωB97M-V functional and the def2-TZVPD basis) of a cluster of 5 separate species, C3H18NO4 in total in a non-equilibrium geometry.

Bonds (Å) are listed after each position.
Element x y z (Å)
1 C -0.0944 -1.2650 -0.4110  C2 1.571, N4 1.458, H5 1.091, H6 1.119
2 C -1.0929 -2.4079 -0.0052  C1 1.571, C3 1.467, H7 1.098, H8 1.115
3 C -2.1614 -2.5831 -0.9950  C2 1.467, H9 1.112, H10 1.181, H11 1.072
4 N -0.5037 0.0196 0.1452  C1 1.458, H12 1.037, H13 1.023, H14 1.027
5 H 0.9259 -1.5375 -0.1387  C1 1.091
6 H -0.2197 -1.3172 -1.5220  C1 1.119
7 H -1.4677 -1.9678 0.9284  C2 1.098
8 H -0.5177 -3.3518 0.1421  C2 1.115
9 H -1.8011 -3.1194 -1.9001  C3 1.112
10 H -2.8649 -3.4151 -0.5404  C3 1.181
11 H -2.7025 -1.6949 -1.2540  C3 1.072
12 H -1.1720 -0.0679 0.9337  N4 1.037
13 H 0.2710 0.6195 0.4391  N4 1.023
14 H -1.0932 0.5664 -0.4939  N4 1.027
15 H 2.6940 1.5943 1.9717  O17 0.979
16 H 2.6220 0.5085 0.9727  O17 0.965
17 O 2.0765 0.8995 1.6654  H15 0.979, H16 0.965
18 H 0.0995 0.9838 2.4407  O20 0.968
19 H -0.9329 2.0571 3.0694  O20 0.960
20 O -0.7853 1.3757 2.4097  H18 0.968, H19 0.960
21 H -3.4859 0.4491 -4.4545  O23 0.960
22 H -2.1514 1.3302 -4.2464  O23 0.957
23 O -2.5354 0.4564 -4.3184  H21 0.960, H22 0.957
24 H 4.3398 3.2471 1.5144  O26 0.957
25 H 5.2553 1.8678 1.5414  O26 0.957
26 O 4.4598 2.3282 1.2753  H24 0.957, H25 0.957

The value obtained for the LUMO energy is -2.8 eV. Its molecular weight is 132.180 u. The strongest force on any atom comes out at 4.14 eV/Å. The relative energy (zero: lowest compared OMol25 entry of this formula, charge and spin) is 1.8468 eV. As for the gap between HOMO and LUMO: 11.365 eV. Its charge is +1.

Number 1: calculated total energy -12503.24881 eV. Number 2: calculated total energy -12495.52596 eV. Number 3: calculated total energy -13066.40723 eV. Number 4: calculated total energy -13064.55571 eV. Number 5: calculated total energy -13065.47891 eV. Number 6: calculated total energy -13076.59244 eV.